[1]
Computed, not measured: a structure of composition C5H12N3O in a non-equilibrium geometry, with the ωB97M-V functional and the def2-TZVPD basis.

Last column: Löwdin charge in e.
Geometry (Å):
C  -1.428  0.431  0.336  -0.338
C  -0.607  0.631  -0.964  -0.065
C  0.281  -0.635  0.680  -0.153
C  0.303  -2.095  0.507  -0.055
C  1.535  1.485  -0.080  0.025
N  -2.876  0.295  0.106  0.010
N  -3.196  -0.721  -0.480  0.104
N  0.715  0.250  -0.449  -0.146
O  -1.295  1.426  1.255  -0.009
H  -0.953  -0.053  -1.758  0.139
H  -0.492  1.727  -1.317  0.167
H  0.879  -0.297  1.509  0.122
H  1.312  -2.320  0.900  0.098
H  0.292  -2.170  -0.620  0.094
H  -0.707  -2.640  0.857  0.154
H  1.926  1.879  -0.940  0.065
H  0.967  2.293  0.586  0.162
H  2.358  1.095  0.573  0.118
H  -4.282  -0.694  -0.619  0.130
H  -2.114  1.465  1.859  0.167
H  1.357  -0.252  -1.137  0.212

Summary:
HOMO-LUMO gap = 9.2 eV
Largest force on an atom = 0.0944 hartree/bohr
Multiplicity = 1
Net charge = +1
Calculated total energy = -436.797828 Eh

***

[2]
Computed, not measured: a cluster of 2 separate species, C5H12N3O in total in a non-equilibrium geometry, with the ωB97M-V functional and the def2-TZVPD basis.

Last column: Löwdin charge in e.
Geometry (Å):
C  -2.707  0.367  0.087  0.193
C  -4.439  2.088  -0.024  0.121
C  1.160  -0.213  -0.171  -0.196
C  3.158  1.159  -0.438  -0.093
C  0.051  -2.634  -0.832  0.022
N  -3.591  1.232  0.056  0.046
N  -0.031  -0.360  0.175  -0.034
N  1.842  0.970  0.058  -0.038
O  -0.644  -1.550  -0.075  -0.222
H  -2.945  -0.528  -0.339  0.101
H  -4.602  2.783  -0.836  0.122
H  -5.070  2.415  0.928  0.178
H  1.833  -0.984  -0.514  0.121
H  3.623  0.257  -0.738  0.081
H  3.154  1.808  -1.213  0.050
H  3.818  1.605  0.295  0.093
H  0.341  -3.261  -0.147  0.032
H  0.941  -2.168  -1.291  0.077
H  -0.753  -3.001  -1.461  0.103
H  1.405  1.815  0.386  0.135
H  -1.679  0.621  0.400  0.107

Summary:
HOMO-LUMO gap = 6.8 eV
Largest force on an atom = 0.1154 hartree/bohr
Multiplicity = 1
Net charge = +1
Calculated total energy = -436.779904 Eh

***

[3]
Computed, not measured: a cluster of 2 separate species, C5H12N3O in total in a non-equilibrium geometry, with the ωB97M-V functional and the def2-TZVPD basis.

Last column: Löwdin charge in e.
Geometry (Å):
C  -1.876  0.238  -0.305  -0.079
C  0.777  -0.634  0.664  -0.052
C  -3.186  0.227  0.422  -0.033
C  1.101  1.776  1.077  -0.033
C  1.121  -1.684  -0.254  -0.312
N  -1.233  0.746  -1.135  -0.071
N  1.240  0.560  0.388  -0.029
N  1.906  -1.290  -1.363  -0.022
O  -0.268  0.964  -1.795  0.117
H  0.277  -0.762  1.660  0.172
H  -3.186  -0.717  1.009  0.089
H  -3.948  0.147  -0.307  0.066
H  -3.237  1.226  0.978  0.129
H  0.140  1.933  1.521  0.094
H  1.865  1.724  1.842  0.110
H  1.409  2.552  0.364  0.118
H  0.101  -2.217  -0.570  0.171
H  1.620  -2.498  0.319  0.147
H  1.761  0.670  -0.507  0.153
H  1.192  -0.878  -2.030  0.085
H  2.425  -2.085  -1.980  0.180

Summary:
HOMO-LUMO gap (spin up / spin down) = 5.9 / 7.2 eV
Largest force on an atom = 0.1672 hartree/bohr
Multiplicity = 3
Net charge = +1
Calculated total energy = -436.696425 Eh

***

[4]
Computed, not measured: the ion C5H12N3O2 with charge +1 in a non-equilibrium geometry, with the ωB97M-V functional and the def2-TZVPD basis.

Last column: Löwdin charge in e.
Geometry (Å):
C  1.129  -1.594  1.975  -0.054
C  -0.495  0.577  -2.046  0.012
C  -2.384  1.126  -0.600  0.015
C  1.609  -1.085  0.639  -0.147
C  -0.274  0.203  0.346  -0.139
N  2.320  0.011  0.595  -0.205
N  0.380  1.297  0.474  0.070
N  -1.227  0.230  -0.806  -0.153
O  3.302  0.336  0.001  0.151
O  1.545  1.253  1.089  0.024
H  0.311  -2.306  1.877  0.090
H  1.960  -2.131  2.441  0.103
H  0.850  -0.785  2.650  0.097
H  -1.152  0.490  -2.909  0.113
H  -0.127  1.598  -1.970  0.113
H  0.353  -0.093  -2.180  0.111
H  -2.948  0.813  0.276  0.115
H  -2.025  2.142  -0.454  0.115
H  -3.035  1.092  -1.472  0.113
H  1.996  -1.849  -0.028  0.151
H  -0.500  -0.601  1.020  0.113
H  -1.588  -0.724  -0.916  0.193

Summary:
HOMO-LUMO gap = 8.3 eV
SMILES string = C/C=[N+](/[O-])O/N=C/[NH+](C)C
Largest force on an atom = 0.0404 hartree/bohr
Multiplicity = 1
Net charge = +1
Calculated total energy = -511.946249 Eh

***

For reference, energy relative to the best compared isomer or geometry (same formula, charge and spin) by record: 606.4, 653.4, 281.5, 708.3 kJ/mol.